The following is a quantum chemistry calculation of a molecular structure, C45H43F9N2O4PdS2Sb at a distorted geometry, from the OMol25 dataset.

Values from the calculation:
LUMO energy (alpha / beta) = 1.16 / 1.61 eV
Spin multiplicity = 1
Gap between HOMO and LUMO (alpha / beta) = 5.77 / 6.14 eV
DFT total energy = -114679.5756 eV
Total charge = -1

Structure (XYZ):
```
107
Properties=species:S:1:pos:R:3:forces:R:3:lowdin_charge:R:1
Sb 2.303 -1.467 -0.478 0.7 -0.2 -0.3 1.548
Pd -1.835 -0.706 1.016 0.3 -0.6 0.6 0.772
S -3.882 -3.641 -0.326 -0.1 -0.3 0.1 0.580
S -5.825 -1.649 0.032 -0.2 0.1 -0.3 0.576
F -4.888 -5.811 0.790 0.0 0.0 0.1 0.135
F -6.416 -1.124 -2.509 0.0 0.0 0.1 0.131
F -3.064 -5.098 1.716 0.0 0.0 -0.1 0.123
F 4.049 3.681 -3.628 0.1 0.0 0.0 0.044
F -4.930 -4.063 2.070 0.1 0.0 0.0 0.118
F -7.947 -2.196 -1.412 0.0 0.1 0.0 0.127
F 5.160 -5.140 -4.745 0.0 0.0 0.0 0.044
F 7.421 -1.645 3.235 0.0 0.0 0.0 0.041
F -7.626 -0.083 -1.047 0.0 0.0 0.0 0.130
O -2.821 -2.780 0.147 -0.3 0.2 0.1 -0.353
O -4.868 -0.577 0.066 0.1 0.1 0.0 -0.310
O -6.681 -1.830 1.167 0.1 -0.1 0.1 -0.282
O -3.555 -4.562 -1.367 0.0 0.0 -0.1 -0.270
N -5.285 -2.994 -0.598 0.4 0.0 0.2 -0.290
N -0.151 0.546 0.205 -0.7 0.1 0.2 -0.046
C 2.962 0.306 -1.534 -0.1 -0.1 0.1 -0.383
C 1.091 3.278 2.464 0.0 -0.1 0.0 -0.287
C 3.701 2.569 -2.941 0.0 0.0 0.0 -0.287
C -2.021 0.551 -3.103 0.0 0.0 0.0 -0.277
C 4.551 -4.346 -3.836 0.0 0.0 0.1 -0.291
C -4.421 1.534 3.596 0.0 -0.1 -0.1 -0.076
C 3.310 1.476 -0.865 0.0 0.0 0.0 -0.110
C 3.354 1.434 -3.645 -0.1 0.0 0.0 -0.014
C 1.050 0.525 2.246 0.1 0.1 -0.1 -0.109
C 3.311 -2.713 -1.970 -0.2 0.1 0.2 -0.417
C 3.287 -4.676 -3.402 -0.1 -0.1 0.0 -0.020
C 4.089 -1.538 0.797 -0.2 0.0 0.0 -0.354
C -1.517 -1.505 3.007 0.1 0.6 -1.1 -0.026
C 3.696 2.613 -1.563 0.0 0.0 0.1 -0.006
C -3.878 -0.782 3.263 0.2 -0.2 -0.2 -0.047
C 6.105 -2.653 1.565 0.0 -0.1 0.0 -0.016
C -4.216 -4.719 1.149 0.0 0.0 -0.1 -0.667
C -2.168 1.909 -0.486 0.1 -0.1 -0.3 -0.087
C 2.674 -3.848 -2.464 0.0 0.1 0.0 -0.128
C -7.017 -1.239 -1.323 0.1 -0.2 0.0 -0.680
C 4.593 -2.419 -2.441 0.0 -0.1 0.0 -0.140
C 4.337 -0.523 1.722 0.0 -0.1 -0.1 -0.133
C -0.797 2.714 -2.947 0.1 0.0 0.0 -0.283
C 1.673 1.107 3.330 0.0 -0.1 0.0 -0.319
C 5.455 -0.548 2.546 0.0 0.1 0.0 -0.011
C 2.976 0.306 -2.928 0.0 0.0 0.1 -0.144
C -2.075 3.410 -2.473 0.0 0.0 0.0 -0.119
C 2.279 0.246 4.410 -0.1 0.0 -0.1 -0.054
C 1.709 2.501 3.435 0.0 0.1 0.0 -0.049
C -4.820 0.214 3.426 -0.1 0.1 0.0 -0.080
C -3.064 1.850 3.627 0.0 0.0 0.0 -0.080
C 6.324 -1.613 2.443 -0.1 0.0 -0.1 -0.291
C 0.391 1.275 1.229 0.2 -0.1 -0.2 -0.338
C -1.146 1.546 -3.869 -0.1 0.0 0.0 -0.120
C 4.977 -2.613 0.754 0.0 0.1 0.0 -0.126
C 1.129 4.784 2.551 0.0 -0.1 0.0 -0.057
C 5.223 -3.230 -3.372 0.0 0.0 0.0 -0.010
C -0.006 2.176 -1.746 -0.2 0.0 0.0 -0.081
C -2.496 -0.485 3.249 -0.4 0.4 0.6 -0.361
C -1.253 0.039 -1.882 0.0 0.3 0.1 -0.100
C -0.866 1.192 -0.926 0.1 0.0 0.4 -0.455
C 0.430 2.679 1.394 0.0 0.0 0.0 -0.015
C -3.303 1.233 -2.619 0.1 0.0 0.0 -0.112
C -2.946 2.410 -1.709 0.0 0.0 0.0 -0.279
C -2.113 0.864 3.475 0.1 -0.1 0.1 -0.040
H 2.799 -5.561 -3.788 0.0 0.0 0.0 0.115
H 4.801 -3.435 0.072 0.0 0.0 0.0 0.091
H -2.626 3.808 -3.333 0.0 0.0 0.0 0.116
H 1.622 5.207 1.673 0.0 0.0 0.0 0.075
H 6.804 -3.478 1.523 0.0 0.0 0.0 0.115
H 3.376 1.440 -4.727 0.0 0.0 0.0 0.117
H 1.020 -0.556 2.152 0.0 0.0 0.0 0.067
H -5.870 -0.049 3.413 0.0 0.0 -0.1 0.106
H -0.063 3.334 0.692 0.0 0.0 0.0 0.087
H -3.896 0.510 -2.056 -0.1 0.0 0.0 0.099
H 1.670 5.112 3.439 0.0 0.0 0.0 0.067
H 5.113 -1.543 -2.068 0.0 0.0 0.0 0.108
H 2.679 -0.584 -3.471 0.1 0.0 0.0 0.099
H 5.648 0.239 3.264 0.0 0.0 0.0 0.117
H -3.897 1.580 -3.471 0.0 0.0 0.0 0.121
H -1.815 4.252 -1.822 0.0 0.0 0.0 0.118
H -5.165 2.314 3.703 0.0 0.0 0.0 0.099
H 2.566 -0.731 4.020 0.0 0.0 0.0 0.071
H 3.158 0.723 4.847 0.0 0.0 0.0 0.073
H -1.873 -0.687 -1.340 0.0 -0.1 -0.1 0.087
H -1.938 2.752 0.167 0.0 0.0 0.1 0.109
H -1.059 1.107 3.543 0.0 0.0 -0.1 0.098
H -1.851 -2.536 3.039 0.0 0.0 -0.2 0.072
H -0.167 3.431 -3.484 0.0 0.0 0.0 0.136
H -4.194 -1.812 3.145 0.0 0.0 -0.1 0.105
H 0.872 1.648 -2.109 0.1 0.0 0.0 0.089
H 3.251 1.529 0.216 0.0 0.0 0.0 0.087
H -0.335 -0.474 -2.186 0.0 -0.1 0.0 0.105
H 0.118 5.196 2.589 0.0 0.0 0.0 0.076
H 6.220 -3.013 -3.735 0.0 0.0 0.0 0.116
H 3.973 3.526 -1.053 0.0 0.0 0.0 0.118
H -3.867 2.899 -1.374 0.0 0.0 0.0 0.139
H -2.744 2.874 3.772 0.0 0.0 0.0 0.103
H 3.641 0.301 1.821 0.0 0.0 0.0 0.067
H -0.224 1.053 -4.197 0.0 0.0 -0.1 0.114
H -2.279 -0.291 -3.751 0.0 0.0 0.0 0.140
H -0.503 -1.329 3.342 0.0 0.0 0.0 0.053
H -1.673 1.904 -4.761 0.0 0.0 0.0 0.117
H 0.347 3.006 -1.136 0.0 0.0 0.0 0.105
H 1.553 0.090 5.214 0.0 0.0 0.0 0.079
H 2.211 2.974 4.274 0.0 0.0 0.0 0.103
H -2.798 1.218 0.090 -0.1 0.0 0.0 0.090
H 1.678 -4.099 -2.114 0.0 0.0 0.0 0.093
```
Forces are in eV/Å.


The following is a quantum chemistry calculation of a molecular structure, C45H43I2N8O3RuS2 at a distorted geometry, from the OMol25 dataset.

Values from the calculation:
LUMO energy (alpha / beta) = -5.47 / -7.67 eV
Spin multiplicity = 6
Gap between HOMO and LUMO (alpha / beta) = 6.17 / 4.53 eV
DFT total energy = -105866.0267 eV
Expectation value of S² = 8.80
Total charge = +2

Structure (XYZ):
```
104
Properties=species:S:1:pos:R:3:forces:R:3:lowdin_charge:R:1
I -0.298 3.228 5.908 -0.1 -0.6 -0.5 1.052
I -2.581 -1.990 3.848 0.3 0.5 0.2 1.027
Ru -0.374 0.019 -0.582 -0.5 -0.2 -0.4 1.021
S 1.787 -0.919 -1.175 0.2 0.6 0.6 0.693
S 2.346 -0.852 1.636 0.2 0.1 -0.2 0.853
O -1.202 -0.853 1.306 0.2 0.8 0.4 -0.133
O -3.707 5.205 -3.250 -0.1 0.1 0.0 -0.106
O -2.064 0.213 -7.607 -0.2 0.4 -0.2 0.118
N 3.007 -3.474 1.528 -0.3 0.6 -0.5 -0.104
N -1.197 -1.062 -2.104 -0.3 -0.2 -0.5 -0.156
N 0.368 1.257 0.819 0.1 0.3 0.6 -0.145
N -1.038 -0.307 -5.644 0.2 0.4 -0.2 0.121
N -1.768 1.576 -1.056 0.0 -0.3 0.1 0.114
N -3.737 2.730 -1.943 -0.6 0.0 -0.1 -0.077
N 2.031 -3.634 -1.088 0.0 0.5 0.5 -0.088
N -1.148 -1.842 -7.436 -0.8 0.2 -0.5 0.141
C -1.346 -1.001 -4.501 -0.1 -0.3 0.5 -0.227
C 3.466 -4.541 0.665 0.0 -0.3 -0.5 -0.082
C -0.975 -0.044 2.258 0.0 -0.5 -0.8 -0.444
C -3.151 4.077 -3.870 -0.1 -0.4 -0.2 -0.177
C -0.122 -2.721 -7.092 0.9 -0.6 0.4 -0.241
C -1.380 -6.107 -1.703 -0.1 0.1 0.0 -0.069
C -1.474 -0.238 3.565 -0.7 -0.8 0.6 -0.591
C 0.765 -5.952 -3.445 0.0 0.1 0.1 -0.022
C 1.511 -3.767 -2.427 -0.2 0.0 -0.6 -0.115
C 3.689 -5.678 4.093 -0.1 0.3 -0.1 -0.042
C 1.803 -7.008 4.757 0.2 0.0 0.0 -0.067
C -0.863 -0.530 -3.279 0.1 0.1 -0.7 -0.129
C -2.453 -2.714 -3.245 0.2 0.1 0.0 -0.017
C 0.557 -4.934 -2.524 0.0 0.0 -0.1 -0.218
C -1.998 -2.122 -2.073 -0.2 -0.2 0.1 -0.124
C -0.153 -4.003 -7.652 -0.2 0.4 0.2 -0.009
C 1.954 -4.550 -6.613 -0.3 0.3 0.0 -0.293
C 0.862 -4.900 -7.411 0.4 0.1 0.2 -0.028
C -1.173 -7.112 -2.632 0.0 -0.1 -0.1 -0.066
C 1.454 -4.891 3.683 0.2 0.0 0.0 -0.041
C 0.158 2.017 3.114 0.2 -0.2 -1.1 -0.194
C -3.604 5.155 -1.850 -0.2 -0.1 0.3 -0.173
C -0.492 1.814 4.363 0.1 0.5 0.8 -0.601
C 1.096 3.025 2.830 -0.1 -0.1 0.0 -0.003
C -1.273 0.693 4.572 -0.2 -0.3 0.1 -0.185
C 0.944 -6.036 4.265 0.0 0.0 0.0 -0.071
C 3.372 -3.467 2.926 0.1 -0.1 0.4 -0.119
C 1.228 2.228 0.576 0.3 0.3 0.0 -0.114
C -3.868 2.801 -3.398 0.2 0.3 -0.8 -0.081
C 1.974 -3.275 -6.049 0.0 -0.5 -0.2 -0.047
C 2.493 -2.398 0.910 0.2 -0.4 0.4 -0.681
C -0.146 1.120 2.060 0.3 0.6 0.3 -0.197
C -0.096 -7.034 -3.498 -0.1 -0.1 -0.1 -0.053
C 2.833 -4.703 3.596 0.0 -0.1 0.1 -0.229
C 3.176 -6.824 4.674 -0.2 -0.2 0.1 -0.062
C -0.523 -5.023 -1.652 0.1 0.0 0.0 -0.073
C -4.306 3.907 -1.290 0.0 0.8 0.2 -0.084
C -2.138 -2.158 -4.467 0.1 0.2 0.1 0.041
C -2.700 2.139 -1.460 0.8 -0.5 0.4 -0.213
C 1.632 3.123 1.566 -0.1 -0.1 0.1 0.003
C 3.087 -5.500 -6.431 0.2 -0.1 -0.2 -0.057
C 2.393 -4.842 -0.377 0.3 -0.4 0.5 -0.086
C 2.076 -2.466 -0.420 -0.1 -0.3 -0.4 -0.641
C -1.466 -0.604 -6.961 0.2 -0.3 0.1 -0.513
C 0.957 -2.370 -6.279 -0.3 0.1 -0.2 -0.021
H -0.976 -4.279 -8.293 -0.2 -0.1 -0.1 0.118
H -2.284 -2.483 -1.093 0.1 0.0 0.0 0.119
H 1.014 -2.823 -2.684 0.1 -0.2 -0.1 0.083
H 1.409 3.701 3.612 0.0 0.1 0.0 0.079
H 3.847 -7.574 5.060 0.1 -0.1 0.0 0.111
H 2.933 -2.565 3.370 0.2 -0.1 0.0 0.091
H 2.365 3.880 1.339 0.0 0.1 -0.1 0.126
H 2.348 -3.909 -3.121 -0.1 0.0 0.0 0.132
H -1.592 -2.044 -8.328 0.0 0.2 0.2 0.168
H 2.815 -2.968 -5.444 0.1 0.0 0.0 0.112
H -3.049 -3.609 -3.197 -0.1 -0.1 0.1 0.121
H -2.075 3.996 -3.634 -0.1 0.0 -0.1 0.132
H -2.520 -2.578 -5.383 0.0 -0.1 -0.1 0.126
H 4.462 -3.415 3.028 -0.1 0.1 0.0 0.143
H 2.755 -5.568 -1.107 0.0 0.0 0.1 0.148
H -3.445 1.908 -3.861 0.0 0.0 0.1 0.128
H 4.398 -4.243 0.167 0.0 0.0 0.1 0.149
H 1.603 -5.905 -4.123 0.1 0.1 -0.1 0.096
H -3.279 4.225 -4.942 0.1 -0.1 0.0 0.140
H -4.934 2.862 -3.634 0.1 -0.1 0.0 0.143
H -4.184 3.834 -0.209 0.0 0.0 0.0 0.137
H -2.210 -6.165 -1.016 -0.1 0.0 0.1 0.109
H 1.623 2.279 -0.434 0.0 0.0 0.1 0.121
H -0.825 0.676 -5.530 -0.2 -0.2 -0.1 0.157
H -4.075 6.067 -1.482 0.1 -0.1 0.1 0.139
H 1.037 -1.376 -5.873 0.0 0.1 0.0 0.105
H -0.176 0.321 -3.252 -0.2 -0.2 -0.1 0.106
H 1.406 -7.907 5.202 0.0 -0.1 0.1 0.110
H 3.656 -5.430 1.264 0.0 0.0 0.0 0.137
H -1.846 -7.953 -2.676 -0.1 -0.1 0.0 0.111
H 0.826 -5.882 -7.860 0.0 -0.1 -0.1 0.122
H 3.692 -5.250 -5.563 0.1 0.0 0.1 0.075
H 4.758 -5.537 4.030 0.1 0.0 0.0 0.117
H -5.369 3.933 -1.540 0.1 -0.1 0.1 0.141
H 0.076 -7.823 -4.213 0.0 -0.1 -0.1 0.112
H -0.687 -4.245 -0.921 0.0 0.1 0.1 0.106
H 1.514 -5.268 0.122 0.1 0.0 -0.1 0.141
H -0.124 -6.175 4.341 -0.1 0.0 0.0 0.106
H -2.546 5.139 -1.539 -0.1 0.1 0.0 0.132
H 3.734 -5.460 -7.308 0.1 -0.1 0.0 0.094
H 2.732 -6.524 -6.346 0.0 -0.1 0.1 0.081
H -1.738 0.536 5.533 0.0 0.0 0.1 0.097
H 0.784 -4.134 3.300 -0.1 0.1 -0.1 0.106
```
Forces are in eV/Å.